Record 1
ORCA calculation (the ωB97M-V functional and the def2-TZVPD basis) on a structure of composition C5H9NS2.

XYZ file:
```
17
Properties=species:S:1:pos:R:3:forces:R:3
C -0.916389 0.478616 0.933155 1.5 -1.5 5.4
C 0.316503 -0.140664 0.304728 -0.7 -3.2 2.9
C -0.084595 -0.701727 -1.029799 -3.0 -2.0 -1.9
C 0.839008 0.303215 -1.598942 -0.8 4.3 -2.0
C 1.022879 -1.246520 1.352448 1.1 1.1 2.5
H -3.728412 0.902861 0.122293 3.2 1.2 -0.5
H -1.612422 -0.327561 1.296669 0.5 0.8 -0.6
H -0.445011 0.880262 1.994963 -1.5 -0.2 -2.5
H -1.351259 -0.293833 -1.195716 3.9 -2.2 0.0
H 0.305861 -1.827544 -1.406268 -1.8 2.9 1.4
H 1.513687 -0.294850 -2.104740 2.8 -0.4 -0.5
H 0.521738 1.087131 -2.481614 0.2 -1.6 2.5
H 1.274839 1.744902 0.191181 0.1 1.3 0.1
H 0.927853 -2.474393 1.224618 0.2 3.5 0.2
N 1.156741 0.855114 -0.198693 0.9 -2.4 -3.2
S -1.622738 1.609923 -0.165699 -4.2 0.5 0.3
S 1.881718 -0.554932 2.761413 -2.4 -2.2 -4.1
```
Forces are in eV/Å.

Its LUMO energy is -1.982 eV. The HOMO energy comes out at -0.3197 Eh. The value obtained for the orbital gap is 0.2469 hartree. The value obtained for the energy above the lowest of the compared OMol25 structures with the same formula, charge and spin is 210.55 kcal per mole. As for the multiplicity: 1.

***

Record 2
ORCA calculation (the ωB97M-V functional and the def2-TZVPD basis) on a cluster of 5 separate species, C10H23Cl2FN3O3 in total.

XYZ file:
```
42
Properties=species:S:1:pos:R:3:forces:R:3
F 21.567454 -0.625801 -11.948154 0.4 -0.6 0.8
C 24.629511 -3.016433 -15.240014 0.7 -0.1 -0.4
C 23.506720 -2.286581 -14.541651 0.0 0.0 0.4
O 22.780175 -1.534356 -15.156108 0.1 0.2 -0.2
N 23.369368 -2.512001 -13.204082 -0.3 0.7 -0.2
C 23.918538 -3.644167 -12.512153 0.0 -0.1 0.1
H 25.604483 -2.973151 -14.742362 -0.3 0.0 0.4
H 24.809791 -2.534258 -16.199480 -0.4 -0.2 -0.1
H 24.389257 -4.071610 -15.386063 0.0 0.0 -0.1
H 22.658491 -1.905371 -12.754928 0.1 -0.1 0.0
H 23.432090 -3.734613 -11.541974 0.0 0.0 0.0
H 24.993413 -3.572963 -12.312310 0.0 0.0 -0.1
H 23.720566 -4.570464 -13.062333 0.1 -0.1 0.1
C 20.171965 3.842191 -10.228411 0.2 -0.2 0.2
C 20.430091 2.545424 -10.989885 0.0 0.1 -0.3
O 20.235503 2.528921 -12.191734 0.0 0.0 0.0
N 20.904778 1.499711 -10.277461 0.3 -0.4 0.9
C 21.194592 1.568407 -8.855323 -0.2 0.4 -0.3
H 21.136696 4.322142 -10.040056 0.0 0.1 0.0
H 19.698159 3.710653 -9.255441 -0.1 0.0 -0.1
H 19.567263 4.469378 -10.873504 0.0 0.1 0.0
H 21.258396 0.637394 -10.725789 -0.5 0.2 -1.0
H 21.291257 0.553007 -8.478542 0.0 0.0 0.1
H 20.393786 2.077018 -8.317130 0.0 -0.2 0.1
H 22.125420 2.104786 -8.648494 0.0 0.0 0.1
C 19.031490 -4.379156 -13.912359 0.9 -0.4 0.7
C 19.566110 -3.012403 -13.489662 -0.3 -0.4 -0.4
O 19.324179 -2.052551 -14.193362 -0.1 0.2 0.0
N 20.307575 -2.951861 -12.365044 0.1 0.5 0.5
C 20.564450 -4.006878 -11.414524 -0.5 -0.2 -0.4
H 19.545704 -4.662808 -14.829931 -0.2 0.1 -0.2
H 17.956867 -4.353794 -14.051100 -0.1 0.1 -0.1
H 19.305193 -5.139099 -13.172167 -0.3 -0.1 -0.1
H 20.675786 -2.012733 -12.100743 0.0 0.3 -0.4
H 21.077726 -3.561939 -10.566075 0.2 -0.1 0.0
H 21.156745 -4.817203 -11.850795 0.2 0.0 0.2
H 19.636897 -4.460970 -11.045791 0.0 0.0 0.1
C 24.286460 -1.025403 -9.905419 0.4 -0.2 -0.4
Cl 24.378768 0.506936 -9.055245 0.0 0.1 0.0
Cl 25.810978 -1.946763 -9.662062 -0.3 -0.1 0.1
H 23.442295 -1.591560 -9.534790 0.1 -0.1 0.1
H 24.192994 -0.875753 -10.975403 -0.2 0.2 0.0
```
Forces are in eV/Å.

Its LUMO energy is 2.658 eV. The HOMO energy comes out at -0.2082 Eh. The value obtained for the orbital gap is 0.3059 hartree. The net charge is -1. As for the multiplicity: 1.

***

Record 3
ORCA calculation (the ωB97M-V functional and the def2-TZVPD basis) on a structure of composition C4H6BeO.

XYZ file:
```
12
Properties=species:S:1:pos:R:3:forces:R:3
H -1.443778 -0.159872 1.428786 -1.3 1.4 -1.6
C -1.199189 1.572798 -0.462215 -1.2 0.5 1.2
C -1.134352 0.452022 0.231112 2.9 -0.9 2.7
C -0.149395 -0.373312 0.779743 -0.2 -2.3 -2.6
H -1.901687 2.362134 -0.189904 -0.3 -0.4 -0.7
H -0.433612 1.815832 -1.202658 -0.1 -0.4 0.3
H 0.375421 -0.167564 1.714217 0.1 0.1 -0.4
C 0.740267 -1.488709 -0.410859 -3.2 0.5 3.0
O 1.298287 -0.281672 -0.433715 0.2 -0.1 -1.7
Be 2.555430 0.263653 -0.348894 2.7 1.4 0.1
H 1.308690 -2.294280 0.069649 -0.3 0.2 -0.4
H -0.016076 -1.701032 -1.175257 0.6 -0.1 0.1
```
Forces are in eV/Å.

Its LUMO energy (alpha / beta) is -4.824 / -4.866 eV. The HOMO energy (alpha / beta) comes out at -0.4363 / -0.5351 Eh. The value obtained for the orbital gap (alpha / beta) is 0.2591 / 0.3563 hartree. The net charge is +1. As for the multiplicity: 2. The expectation value of S² is 0.75.

***

Record 4
ORCA calculation (the ωB97M-V functional and the def2-TZVPD basis) on a cluster of 6 separate species, C29H60NO7 in total.

XYZ file:
```
97
Properties=species:S:1:pos:R:3:forces:R:3
C 2.287545 4.320110 4.532838 -0.1 -0.1 -0.2
C 1.899651 5.137780 3.298126 0.1 0.1 0.1
C 0.548658 4.746498 2.702092 -0.1 0.1 -0.2
C 0.610161 3.463007 1.877067 0.1 0.0 -0.1
C -0.733379 3.056655 1.239953 0.1 0.1 0.2
C -0.976579 1.538302 1.223215 -0.1 0.1 -0.1
C -0.703638 0.934826 -0.153390 0.0 0.0 -0.1
C -0.876648 -0.596418 -0.253242 0.1 0.3 0.2
C -1.148431 -1.336008 1.059704 -0.5 -0.2 -0.6
C -1.232318 -2.842029 0.752286 0.4 0.0 0.2
C 0.108761 -3.581941 0.919630 -0.1 0.0 0.0
N 0.826966 -3.860644 -0.391936 -0.1 0.4 0.3
C 1.779600 -2.770141 -0.845497 0.0 0.2 0.1
C 3.097244 -3.385175 -1.308214 0.0 0.1 0.2
C 2.817865 -4.089539 -2.613857 0.0 -0.1 -0.1
O 2.031443 -5.000348 -2.662692 0.1 0.1 0.0
O 3.391506 -3.612363 -3.722600 0.0 -0.1 -0.1
H 2.493965 3.278669 4.263386 0.0 0.1 0.1
H 3.176653 4.727459 5.017331 0.0 -0.1 0.0
H 1.467527 4.310234 5.257010 0.1 0.0 0.0
H 1.892035 6.202105 3.562519 0.0 -0.1 0.0
H 2.670328 5.019371 2.528134 0.0 0.1 0.0
H -0.205705 4.651447 3.494942 0.1 0.0 -0.1
H 0.200585 5.545620 2.033748 0.0 0.0 0.1
H 0.982254 2.634334 2.490786 0.0 0.1 0.0
H 1.353206 3.640346 1.088095 0.0 -0.2 0.1
H -0.755198 3.434394 0.212614 -0.1 0.0 0.1
H -1.548816 3.560864 1.771666 0.1 -0.1 0.0
H -2.017706 1.322360 1.487724 0.1 0.0 0.0
H -0.346940 1.066173 1.982700 -0.1 0.0 0.0
H 0.311679 1.188920 -0.482954 -0.1 0.1 0.1
H -1.379570 1.445045 -0.847951 0.1 -0.2 -0.1
H 0.038597 -0.994054 -0.683736 0.0 0.0 -0.2
H -1.685595 -0.866691 -0.940802 0.0 0.2 0.0
H -0.380772 -1.142858 1.812398 -0.1 0.0 0.0
H -2.117305 -1.005813 1.442320 0.2 -0.1 0.1
H -1.960605 -3.344692 1.392227 0.1 0.1 0.0
H -1.593744 -2.966129 -0.277819 -0.1 -0.1 0.1
H -0.036401 -4.549386 1.404337 0.0 0.0 -0.2
H 0.822285 -3.003467 1.508607 -0.1 -0.1 0.1
H 0.128359 -4.016980 -1.117813 0.1 -0.1 -0.1
H 1.358984 -4.727000 -0.317867 -0.1 -0.1 -0.1
H 1.935339 -2.077726 -0.014355 0.0 -0.2 0.0
H 1.289621 -2.208643 -1.645089 0.1 -0.1 0.1
H 3.442217 -4.122812 -0.577590 0.1 0.0 -0.1
H 3.861058 -2.607116 -1.363696 -0.1 0.0 -0.1
H 4.016979 -2.904617 -3.524771 0.0 0.0 0.0
C 1.007347 7.632154 -0.137852 0.0 -0.1 0.0
C 2.353468 6.991418 0.093210 0.0 0.1 0.1
O 2.510736 5.795777 -0.000202 0.0 -0.1 0.0
C 3.488543 7.914683 0.458114 0.0 -0.1 0.0
H 0.273837 6.869678 -0.388526 0.0 0.0 0.0
H 0.689242 8.165137 0.759876 0.0 0.0 0.0
H 1.072800 8.358936 -0.949114 0.0 0.0 0.0
H 3.247857 8.456595 1.374225 0.0 0.0 0.0
H 3.641052 8.651187 -0.332406 0.0 0.0 0.0
H 4.399886 7.340314 0.602998 0.0 0.0 0.0
C -6.719408 -1.544779 -0.696179 0.0 0.1 0.1
C -5.216681 -1.593602 -0.772109 -0.1 -0.1 0.0
O -4.516822 -0.943669 -0.028480 0.2 0.0 0.0
C -4.628744 -2.515956 -1.813046 0.1 0.0 0.0
H -7.026727 -0.857802 0.087805 0.0 0.0 0.0
H -7.132892 -1.218756 -1.651988 0.0 0.0 0.0
H -7.109496 -2.542300 -0.486385 0.0 0.0 0.0
H -4.972695 -2.228316 -2.807808 0.0 0.0 0.0
H -4.958007 -3.539731 -1.623825 0.0 0.0 0.0
H -3.541612 -2.463199 -1.777443 0.0 0.0 0.0
C 1.770057 0.001252 -5.297967 0.0 0.1 0.1
C 0.919546 -0.734072 -4.296111 -0.1 0.0 -0.1
O 0.776998 -0.329362 -3.161148 0.2 -0.2 0.1
C 0.240255 -1.992111 -4.779737 0.0 0.0 0.1
H 2.200338 0.888018 -4.839540 0.0 0.0 0.0
H 2.566110 -0.649634 -5.665137 0.0 0.0 -0.1
H 1.165182 0.292397 -6.157691 0.0 0.0 0.0
H 0.980358 -2.718251 -5.120828 0.0 0.0 0.0
H -0.409347 -1.762794 -5.625362 0.0 0.0 0.0
H -0.360103 -2.422955 -3.979851 0.0 0.0 0.0
C -3.441007 -5.863927 1.391504 0.0 0.1 -0.1
C -4.944466 -5.948712 1.230734 0.1 0.0 0.0
O -5.497483 -5.369877 0.325557 0.0 0.0 0.0
C -5.695989 -6.770209 2.243842 -0.1 0.0 -0.1
H -3.055361 -5.235472 0.591057 0.1 0.0 0.0
H -3.191977 -5.423252 2.359020 0.0 -0.1 0.0
H -2.988065 -6.855105 1.338115 0.0 0.0 0.1
H -5.525318 -6.375335 3.246710 0.0 0.0 0.0
H -5.340467 -7.801753 2.227676 0.0 0.0 0.0
H -6.758820 -6.747595 2.019338 0.0 0.0 0.0
C 4.271056 1.892180 1.513688 -0.1 -0.1 0.1
C 3.493327 0.763024 0.894077 0.0 0.3 0.0
O 2.772668 0.047929 1.554258 -0.1 -0.3 -0.1
C 3.636381 0.589608 -0.601001 -0.1 -0.1 0.1
H 4.082869 1.924196 2.583550 0.0 0.0 0.0
H 5.338800 1.756689 1.332225 0.0 0.0 0.0
H 3.973040 2.840888 1.062481 0.0 0.0 0.0
H 4.680466 0.401003 -0.858545 0.0 0.1 0.0
H 3.324440 1.500625 -1.113463 0.0 0.0 0.0
H 3.013106 -0.237094 -0.937894 0.0 0.1 -0.1
```
Forces are in eV/Å.

Its LUMO energy is -2.389 eV. The HOMO energy comes out at -0.4141 Eh. The value obtained for the orbital gap is 0.3263 hartree. The net charge is +1. The value obtained for the energy above the lowest of the compared OMol25 structures with the same formula, charge and spin is 0.00 kcal per mole. As for the multiplicity: 1.

***

Record 5
ORCA calculation (the ωB97M-V functional and the def2-TZVPD basis) on a cluster of 8 separate species, C14H28Cl10O9 in total.

XYZ file:
```
61
Properties=species:S:1:pos:R:3:forces:R:3
C -26.006910 18.611420 -9.833070 1.9 1.4 -1.7
O -25.624820 17.765030 -8.780550 -0.1 -0.1 1.3
C -24.502190 18.049940 -8.092220 1.3 2.8 -1.1
O -23.714480 18.994240 -8.309470 -2.1 -2.2 0.1
O -24.377530 17.192320 -7.115640 -0.3 -1.0 0.6
C -23.233610 17.346820 -6.268710 0.0 -0.1 0.5
H -26.968560 18.393060 -10.297440 0.3 -0.5 0.5
H -25.177290 18.598720 -10.539930 -0.3 -1.0 -0.9
H -25.874560 19.687500 -9.720710 -0.8 0.2 1.5
H -23.196180 18.372260 -5.901050 0.5 0.0 -0.5
H -22.354600 16.949120 -6.775950 0.1 0.7 -0.1
H -23.346010 16.732130 -5.375620 -0.6 -0.2 -0.3
C -17.720900 18.381530 -6.745350 -1.9 -0.3 -1.3
O -16.778060 18.605730 -7.863260 -1.3 0.1 1.5
C -16.875300 17.787320 -8.954530 0.9 -1.2 2.3
O -17.612730 16.838700 -9.080750 0.0 1.1 -0.6
O -15.780300 18.065740 -9.640220 0.5 1.5 -0.6
C -15.541710 17.355020 -10.842440 -0.8 -1.4 0.4
H -18.374960 19.215020 -6.489210 0.9 1.1 -0.5
H -17.409460 18.014070 -5.767560 1.3 -0.2 -0.6
H -18.529730 17.747700 -7.108900 0.5 -0.8 -0.1
H -14.756070 17.767040 -11.475760 -0.3 0.6 0.4
H -16.514430 17.259860 -11.325000 0.3 -0.2 -0.5
H -15.202170 16.372910 -10.513390 -0.1 -0.3 -0.4
C -17.644970 15.568520 5.685870 0.3 1.7 -0.2
O -17.895960 15.269540 4.314450 -0.1 -3.0 -1.0
C -18.116340 16.180190 3.387950 0.1 2.1 -0.5
O -17.939260 17.365910 3.566330 -0.2 -0.3 -0.2
O -18.543360 15.665920 2.197150 0.4 -3.0 3.0
C -18.860910 16.466010 1.127500 0.9 2.4 -0.5
H -16.776430 16.225970 5.724630 -0.6 1.0 0.0
H -17.252310 14.816740 6.370520 -0.7 -1.3 -1.1
H -18.608420 15.935740 6.039410 0.5 0.5 0.6
H -17.920570 16.923110 0.819400 0.0 0.3 -0.4
H -19.498880 17.284350 1.461270 -0.3 0.0 -0.3
H -19.254780 15.926780 0.265990 -0.2 -0.4 0.6
C -17.104110 21.297980 5.387400 1.1 1.4 -0.3
Cl -18.584040 22.079120 6.040660 0.5 -0.9 0.0
Cl -16.343560 19.895740 6.207480 -1.0 0.5 -0.4
H -17.222320 21.230830 4.305910 -0.4 -1.1 0.3
H -16.332850 22.065630 5.450330 -0.2 0.0 0.4
C -14.123630 22.316340 -4.265340 0.5 1.0 -2.1
Cl -14.330490 21.468360 -2.824210 -0.3 -0.7 1.7
Cl -15.601250 22.341160 -5.283500 0.2 -0.2 0.1
H -13.862210 23.368360 -4.151240 -0.1 -0.2 0.5
H -13.308790 21.842340 -4.812560 -0.3 0.0 -0.2
C -22.182930 20.278800 3.336570 0.7 0.1 -0.4
Cl -23.159650 19.863550 1.880860 0.3 -0.1 0.8
Cl -22.189230 19.166330 4.702050 -0.7 -0.3 0.1
H -21.127570 20.212640 3.072130 -0.3 0.6 -0.5
H -22.502910 21.270900 3.655080 0.1 -0.3 0.0
C -22.908460 23.134360 -6.722370 0.3 -0.3 -0.1
Cl -21.633660 22.481890 -5.703690 0.6 -0.3 0.4
Cl -22.336480 24.466760 -7.705030 0.1 0.6 -0.1
H -23.133730 22.353770 -7.449030 -0.7 0.1 0.5
H -23.658420 23.466330 -6.004420 -0.3 -0.1 -0.7
C -19.082020 20.936860 -1.811260 -0.1 1.4 -0.8
Cl -18.769960 20.995930 -0.122940 0.6 -0.3 1.5
Cl -20.011940 19.544880 -2.287080 -0.2 -0.4 -0.3
H -19.644120 21.861220 -1.944330 -0.2 -0.4 -0.7
H -18.161820 21.013520 -2.390460 -0.1 -0.3 0.2
```
Forces are in eV/Å.

Its LUMO energy is 0.352 eV. The HOMO energy comes out at -0.3886 Eh. The value obtained for the orbital gap is 0.4015 hartree. Its SMILES is COC(=O)OC.COC(=O)OC.COC(=O)OC.ClCCl.ClCCl.ClCCl.ClCCl.ClCCl. The value obtained for the energy above the lowest of the compared OMol25 structures with the same formula, charge and spin is 75.05 kcal per mole. As for the multiplicity: 1.